Formula: C2H5N5O2S
Source: the OMol25 dataset
Level of theory: wB97M-V/def2-TZVPD

Properties
frontier orbital gap (alpha / beta) = 8.28 / 8.28 eV
relative energy (zero: lowest compared OMol25 entry of this formula, charge and spin) = 155.7 kJ/mol
total energy = -901.50897 hartree
strongest force on any atom = 4.79 eV Å⁻¹
LUMO level (alpha / beta) = -1.0 / -1.0 eV

```
15
Properties=species:S:1:pos:R:3:forces:R:3
C 0.80423 0.79556 1.86503 -1.0 1.2 -1.7
C -0.31367 1.15234 -0.42297 2.3 -4.1 -0.8
N 2.06857 0.91001 2.14558 -1.0 -0.5 1.8
N 2.72714 1.18973 1.02400 1.1 -0.5 -0.2
N 1.95568 1.23079 0.04142 -0.7 1.2 -1.3
N 0.68350 1.11227 0.47800 2.4 -1.0 3.6
N -1.93339 -1.65920 -1.04197 -0.8 -0.4 2.4
O 0.29495 -1.84442 0.15713 -0.1 0.2 0.1
O 0.15632 -1.44828 -2.30424 0.5 -0.2 -1.4
S -0.31555 -1.22874 -0.99000 -1.7 2.2 2.1
H -0.07874 0.66859 2.53708 1.2 0.0 -0.7
H 0.08016 1.61132 -1.27606 -0.7 0.7 -1.6
H -1.20070 1.08993 0.04567 -3.4 0.6 0.6
H -2.24822 -1.69168 -1.96839 -0.6 -0.1 -1.3
H -2.68030 -1.88819 -0.29028 2.5 0.7 -1.5
```
Positions in Å, forces in eV/Å.